(1)
{
  "formula": "C14H21N9NiO7P2S2",
  "method": "ωB97M-V/def2-TZVPD",
  "lumo_energy_ev": [-0.682, -0.701],
  "orbital_gap_ha": [0.2587, 0.2680],
  "total_energy_ha": -4553.11652,
  "mol_weight_da": 612.15,
  "relative_energy_kj_mol": 41.4,
  "spin_multiplicity": 3,
  "species": ["Ni", "N", "C", "C", "P", "O", "O", "O", "P", "O", "O", "O", "H", "H", "H", "H", "H", "H", "H", "H", "N", "C", "N", "C", "N", "C", "C", "N", "C", "C", "N", "H", "H", "H", "H", "H", "C", "C", "C", "C", "N", "C", "S", "N", "C", "H", "H", "H", "H", "H", "H", "H", "H", "O", "S", "N"],
  "xyz": [[0.288, -0.781, -1.016], [-0.947, -3.142, 2.887], [-0.994, -3.408, 1.386], [-1.600, -4.802, 1.181], [0.833, -3.378, 0.923], [0.998, -4.873, 0.309], [1.529, -3.270, 2.246], [1.187, -2.430, -0.186], [-2.176, -2.129, 0.642], [-2.196, -1.024, 1.840], [-3.487, -2.794, 0.568], [-1.546, -1.499, -0.570], [0.081, -3.146, 3.114], [-1.445, -3.865, 3.401], [-1.364, -2.222, 3.069], [-1.013, -5.567, 1.692], [-1.617, -5.053, 0.123], [-2.633, -4.800, 1.525], [1.933, -5.092, 0.238], [-1.622, -0.268, 1.627], [0.453, -3.513, -4.162], [0.266, -3.193, -2.881], [0.216, -1.881, -2.779], [0.390, -1.455, -4.055], [0.530, -2.407, -4.940], [1.197, 1.007, -3.072], [2.000, 2.158, -3.580], [2.104, 3.268, -2.963], [1.274, 3.465, -1.844], [0.406, 2.563, -1.391], [0.337, 1.247, -1.901], [0.540, -4.425, -4.577], [0.209, -3.899, -2.069], [2.531, 2.027, -4.517], [1.296, 4.464, -1.426], [-0.350, 2.797, -0.654], [2.093, 4.927, 1.940], [0.960, 3.956, 1.947], [-0.350, 4.272, 2.158], [-1.298, 3.230, 2.108], [-0.968, 1.974, 1.861], [0.328, 1.657, 1.661], [0.868, 0.107, 1.309], [1.256, 2.661, 1.717], [-2.751, 3.501, 2.334], [1.724, 5.944, 2.038], [2.658, 4.844, 1.010], [2.774, 4.719, 2.768], [-0.646, 5.293, 2.343], [2.206, 2.377, 1.508], [-2.971, 4.566, 2.355], [-3.051, 3.057, 3.284], [-3.337, 3.015, 1.555], [1.023, 0.508, -5.730], [0.232, 0.262, -4.495], [1.643, 0.447, -1.859]]
}

=====

(2)
{
  "formula": "C14H21OTc",
  "method": "ωB97M-V/def2-TZVPD",
  "lumo_energy_ev": [-2.862, -4.145],
  "charge": 1,
  "orbital_gap_ha": [0.2425, 0.3033],
  "total_energy_ha": -701.73886,
  "mol_weight_da": 303.32,
  "relative_energy_kj_mol": 0.3,
  "spin_multiplicity": 4,
  "species": ["C", "C", "C", "C", "H", "H", "H", "H", "H", "H", "H", "H", "H", "C", "C", "C", "H", "C", "C", "H", "H", "H", "H", "C", "C", "C", "H", "C", "C", "H", "H", "H", "H", "Tc", "O", "H", "H"],
  "xyz": [[2.337, -2.005, -0.022], [1.566, -3.100, 0.591], [2.485, -1.951, -1.484], [3.197, -1.165, 0.829], [3.303, -2.601, -1.832], [2.716, -0.933, -1.815], [1.568, -2.288, -1.979], [2.176, -4.006, 0.728], [0.712, -3.374, -0.036], [1.200, -2.803, 1.580], [4.179, -1.631, 1.003], [2.733, -1.012, 1.809], [3.377, -0.189, 0.364], [-3.331, 0.858, -0.776], [-2.237, 0.620, -1.710], [-1.511, -0.557, -1.217], [-2.110, 1.079, -2.671], [-2.246, -1.069, -0.073], [-3.352, -0.208, 0.182], [-4.111, -0.345, 0.955], [-4.129, 1.591, -0.920], [-0.757, -1.105, -1.766], [-2.026, -2.008, 0.430], [-0.286, 3.046, 1.109], [-1.024, 3.280, -0.090], [-0.426, 2.505, -1.150], [-1.767, 4.084, -0.225], [0.619, 1.696, -0.554], [0.715, 2.073, 0.838], [1.494, 1.726, 1.521], [-0.454, 3.557, 2.067], [-0.581, 2.658, -2.225], [1.385, 1.129, -1.096], [-1.276, 1.065, 0.124], [-1.361, 0.551, 2.192], [-0.827, 1.008, 2.832], [-1.949, -0.180, 2.482]]
}

=====

(3)
{
  "formula": "C14H22B2Cl16NO5",
  "method": "ωB97M-V/def2-TZVPD",
  "lumo_energy_ev": 1.907,
  "charge": -1,
  "orbital_gap_ha": 0.2433,
  "total_energy_ha": -8390.40340,
  "mol_weight_da": 873.20,
  "relative_energy_kj_mol": 36.4,
  "species": ["C", "O", "C", "C", "C", "B", "C", "C", "O", "O", "C", "C", "O", "B", "O", "N", "C", "C", "H", "H", "H", "H", "H", "H", "H", "H", "H", "H", "H", "H", "H", "H", "H", "H", "H", "H", "H", "H", "H", "H", "C", "Cl", "Cl", "Cl", "Cl", "C", "Cl", "Cl", "Cl", "Cl", "C", "Cl", "Cl", "Cl", "Cl", "C", "Cl", "Cl", "Cl", "Cl"],
  "xyz": [[-2.253, 3.903, 0.132], [-1.234, 4.026, -0.836], [0.019, 3.482, -0.418], [0.211, 2.035, -0.899], [0.565, 1.089, 0.249], [0.505, -0.551, -0.081], [-0.040, -0.950, -1.620], [-1.492, -1.052, -1.606], [-2.122, -2.067, -1.328], [-2.220, 0.108, -1.896], [-3.298, 0.336, -1.077], [-3.118, 0.109, 0.389], [-4.328, 0.797, -1.554], [2.009, -1.265, 0.251], [2.929, -1.604, -0.794], [2.342, -1.569, 1.686], [3.758, -1.372, 2.061], [1.965, -2.981, 1.868], [-2.387, 4.857, 0.638], [-2.023, 3.140, 0.865], [-3.180, 3.654, -0.372], [0.776, 4.133, -0.841], [0.129, 3.542, 0.660], [-0.680, 1.748, -1.434], [1.070, 2.053, -1.558], [1.581, 1.345, 0.559], [-0.051, 1.310, 1.119], [-0.274, -1.061, 0.729], [0.302, -1.949, -1.851], [0.332, -0.301, -2.407], [-3.994, -0.403, 0.756], [-2.237, -0.464, 0.645], [-3.055, 1.077, 0.866], [2.793, -2.536, -0.969], [4.108, -2.232, 2.621], [4.410, -1.179, 1.215], [3.821, -0.514, 2.726], [1.081, -3.184, 1.277], [1.774, -3.205, 2.910], [2.781, -3.611, 1.503], [6.337, -3.665, -1.001], [5.718, -3.484, -2.643], [5.014, -4.075, 0.086], [7.555, -4.953, -0.969], [7.077, -2.149, -0.481], [-7.474, 1.886, -3.584], [-7.433, 2.037, -1.830], [-6.014, 1.101, -4.163], [-8.891, 0.928, -4.054], [-7.607, 3.500, -4.306], [-2.018, -5.490, 1.556], [-1.673, -5.277, 3.283], [-0.682, -6.379, 0.808], [-3.506, -6.442, 1.380], [-2.209, -3.932, 0.779], [2.906, 5.535, 2.188], [3.051, 3.932, 1.482], [4.474, 6.359, 2.132], [1.719, 6.476, 1.280], [2.382, 5.397, 3.871]]
}

=====

(4)
{
  "formula": "C14H22CeClO2P",
  "method": "ωB97M-V/def2-TZVPD",
  "lumo_energy_ev": [-9.918, -9.966],
  "charge": 2,
  "orbital_gap_ha": [0.1990, 0.1971],
  "total_energy_ha": -1973.12158,
  "mol_weight_da": 428.87,
  "relative_energy_kj_mol": 190.3,
  "species": ["Cl", "C", "C", "C", "H", "C", "C", "H", "H", "H", "C", "Ce", "C", "C", "O", "O", "H", "H", "H", "C", "C", "P", "C", "C", "C", "C", "H", "H", "H", "H", "H", "H", "H", "H", "H", "H", "H", "H", "H", "H", "H"],
  "xyz": [[-2.706, -2.219, -1.849], [1.798, -2.332, -3.321], [2.486, -1.110, -3.023], [1.623, -0.019, -3.319], [3.494, -1.045, -2.591], [0.370, -0.548, -3.805], [0.485, -1.987, -3.792], [-0.318, -2.658, -4.105], [2.189, -3.346, -3.222], [1.817, 1.056, -3.188], [-0.821, 0.227, -4.277], [0.554, -1.243, -1.425], [2.519, -0.166, -0.102], [0.592, -2.719, 0.765], [3.409, 0.292, 0.479], [0.646, -3.415, 1.689], [-0.799, 1.236, -3.857], [-1.745, -0.267, -3.961], [-0.829, 0.322, -5.370], [1.568, 0.148, 3.402], [0.122, -0.083, 2.988], [-0.251, 0.121, 1.216], [-2.096, -0.093, 1.168], [-2.908, 0.408, 2.359], [-0.016, 1.944, 0.953], [-0.598, 2.893, 1.993], [2.257, -0.566, 2.934], [1.656, 0.008, 4.491], [1.925, 1.163, 3.179], [-0.174, -1.113, 3.248], [-0.543, 0.583, 3.562], [-2.442, 0.369, 0.229], [-2.256, -1.173, 1.012], [-2.933, 1.501, 2.416], [-3.942, 0.065, 2.238], [-2.544, 0.013, 3.314], [1.074, 2.097, 0.860], [-0.448, 2.164, -0.038], [-0.291, 2.649, 3.019], [-0.233, 3.908, 1.781], [-1.692, 2.934, 1.951]]
}

=====

(5)
{
  "formula": "C14H22ClI2O3P2Sn",
  "method": "ωB97M-V/def2-TZVPD",
  "lumo_energy_ev": [-13.434, -13.445],
  "charge": 3,
  "orbital_gap_ha": [0.0948, 0.0938],
  "total_energy_ha": -2723.91875,
  "mol_weight_da": 708.25,
  "species": ["I", "I", "Sn", "P", "C", "C", "H", "H", "H", "H", "H", "H", "C", "H", "H", "H", "P", "C", "C", "H", "H", "H", "C", "H", "H", "H", "H", "H", "H", "C", "O", "Cl", "C", "C", "C", "C", "C", "C", "C", "O", "O", "H", "H", "H", "H"],
  "xyz": [[0.001, -1.384, -6.569], [0.001, 1.333, -6.470], [0.000, -0.386, 0.140], [-2.509, -0.008, 0.144], [-3.329, -0.063, -1.466], [-3.086, -1.426, 1.134], [-4.173, -1.339, 1.279], [-4.133, 1.469, 1.159], [-2.572, -1.446, 2.110], [-2.534, 1.588, 1.980], [-3.041, -0.977, -2.000], [-2.852, -2.360, 0.602], [-3.041, 1.504, 1.006], [-4.419, -0.054, -1.318], [-2.785, 2.384, 0.397], [-3.034, 0.807, -2.066], [2.511, -0.022, 0.151], [3.334, -0.080, -1.457], [3.048, 1.484, 1.018], [2.559, -1.464, 2.114], [4.163, -1.367, 1.288], [2.837, -2.377, 0.606], [3.075, -1.446, 1.140], [2.536, 1.571, 1.989], [4.138, 1.442, 1.176], [4.424, -0.074, -1.306], [3.044, 0.791, -2.057], [2.800, 2.367, 0.408], [3.045, -0.992, -1.993], [0.005, 0.057, -2.380], [0.004, -0.084, -3.506], [-0.051, 1.131, 8.802], [-0.036, 0.709, 7.144], [-0.012, -0.646, 6.765], [0.000, -0.982, 5.407], [-0.011, 0.022, 4.425], [-0.034, 1.368, 4.813], [-0.047, 1.720, 6.166], [-0.001, -0.285, 2.955], [0.000, -1.471, 2.507], [0.003, 0.754, 2.161], [-0.002, -1.418, 7.530], [0.018, -2.032, 5.098], [-0.042, 2.154, 4.059], [-0.065, 2.758, 6.473]]
}